66
Properties=species:S:1:pos:R:3:forces:R:3 method="wB97M-V/def2-TZVPD" s2=0.8055 fmax_ev_per_a=0.22 multiplicity=2 relative_energy_ev=0.0000 total_energy_ev=-140604.497 orbital_gap_ev="7.83 / 7.82"
V 0.4791 -0.3451 -0.2917 -0.220 0.031 -0.029
C 1.8802 1.6714 1.4794 -0.032 -0.020 -0.048
N 1.0062 1.7120 0.2827 0.028 0.011 -0.028
C -0.0284 2.7344 0.5159 0.000 -0.041 -0.007
C 1.8150 2.1016 -0.8959 -0.007 0.051 0.040
C 2.8998 1.0780 -1.1667 -0.026 -0.029 0.012
N 2.3150 -0.2485 -0.9920 0.051 -0.016 -0.083
C 3.0552 -1.3559 -1.3273 -0.023 0.019 0.008
C 2.5263 -2.6023 -0.9741 0.038 0.002 -0.012
F 1.3517 -2.5784 -0.2837 -0.022 -0.005 0.007
C 3.1231 -3.8055 -1.2512 -0.016 -0.007 0.010
F 2.5166 -4.9365 -0.8655 -0.006 0.008 0.002
C 4.3336 -3.8504 -1.9145 0.020 -0.007 -0.013
C 4.8935 -2.6396 -2.2643 -0.001 -0.005 0.001
F 6.0671 -2.6226 -2.9090 0.006 0.010 0.001
C 4.2913 -1.4240 -1.9868 -0.017 -0.020 0.004
F 4.9338 -0.3096 -2.3863 0.011 0.000 -0.002
H 2.4867 2.5827 1.5156 0.003 0.000 0.016
H 2.5370 0.8036 1.4455 0.008 0.004 0.012
H 1.2675 1.6126 2.3737 0.014 -0.004 0.012
H 0.4396 3.6642 0.8580 -0.002 0.006 -0.004
H -0.7225 2.3830 1.2756 -0.002 0.010 0.002
H -0.5696 2.9363 -0.4044 0.000 0.005 0.003
H 2.2534 3.0931 -0.7267 0.009 -0.005 -0.007
H 1.1365 2.1634 -1.7458 0.014 0.016 -0.017
H 3.7540 1.2251 -0.4960 -0.001 -0.007 0.000
H 3.2620 1.2375 -2.1822 0.002 0.009 0.000
H 4.8192 -4.7848 -2.1505 -0.003 -0.002 0.003
O -2.3165 0.8950 -0.7399 -0.015 -0.016 -0.007
B -1.1344 0.5716 -1.4697 0.069 0.113 0.057
O -0.9396 1.5350 -2.5038 -0.021 -0.009 -0.036
C -2.0366 2.3555 -2.4448 -0.012 0.012 0.009
C -2.3432 3.4277 -3.2493 0.020 -0.023 0.003
C -3.5198 4.1210 -2.9572 -0.007 0.014 -0.013
C -4.3359 3.7445 -1.9003 -0.014 0.005 0.011
C -4.0126 2.6564 -1.0865 0.022 -0.019 -0.003
C -2.8549 1.9779 -1.3870 -0.012 0.000 0.003
H -1.7005 3.7124 -4.0710 0.001 0.000 0.001
H -3.7979 4.9676 -3.5704 -0.006 0.001 0.005
H -5.2413 4.3017 -1.7001 0.003 0.005 -0.006
H -4.6389 2.3541 -0.2582 -0.002 0.002 0.000
Se -0.9206 -1.4245 -2.2123 0.136 -0.058 0.090
C -2.0455 -2.5130 -1.0971 -0.045 -0.016 0.030
C -1.5954 -3.7478 -0.6528 0.007 0.010 -0.014
C -2.4472 -4.5170 0.1264 0.018 -0.002 0.001
N -3.6733 -4.1404 0.4783 -0.011 -0.006 -0.005
C -4.0917 -2.9583 0.0351 0.004 0.019 0.008
C -3.3282 -2.1112 -0.7555 0.009 0.005 -0.017
H -0.6050 -4.1072 -0.8958 0.003 -0.001 -0.001
H -2.1186 -5.4850 0.4885 -0.008 -0.002 0.001
H -5.0946 -2.6640 0.3248 -0.002 -0.011 0.002
H -3.7234 -1.1606 -1.0823 -0.001 -0.001 -0.001
C -0.4202 -1.0546 1.4312 0.056 -0.055 0.034
C -0.1392 -0.4638 2.7590 -0.013 -0.013 -0.017
C -0.9350 0.5553 3.2879 0.010 0.003 0.019
C -0.6076 1.1749 4.4863 -0.014 0.005 -0.011
C 0.5179 0.7798 5.1949 0.007 -0.003 0.007
C 1.2989 -0.2588 4.7008 0.001 0.000 -0.003
C 0.9724 -0.8728 3.5028 -0.003 0.010 0.031
H -1.4504 -0.8230 1.1095 0.011 0.022 -0.017
H -0.3151 -2.1426 1.4479 -0.008 -0.002 -0.023
H -1.8263 0.8597 2.7493 0.000 -0.003 -0.007
H -1.2405 1.9650 4.8718 0.002 -0.001 0.001
H 0.7744 1.2609 6.1296 0.000 0.001 0.000
H 2.1686 -0.5907 5.2544 0.000 -0.001 0.000
H 1.5949 -1.6768 3.1241 -0.007 -0.001 -0.016

---

67
Properties=species:S:1:pos:R:3:forces:R:3 method="wB97M-V/def2-TZVPD" fmax_ev_per_a=0.52 multiplicity=1 relative_energy_ev=1.0190 total_charge=+2 total_energy_ev=-188541.187 orbital_gap_ev="5.70 / 5.70"
Tc 1.3440 -0.2271 0.8194 -0.096 0.297 -0.087
Br -4.8188 -3.0105 -2.4424 -0.050 -0.032 -0.029
C -3.5098 -2.4286 -1.2309 0.016 -0.033 0.003
C -3.8961 -1.7854 -0.0611 -0.020 0.062 0.115
C -2.9322 -1.3353 0.8253 -0.142 0.005 0.013
C -1.5865 -1.5251 0.5331 0.208 0.059 0.182
C -1.2049 -2.1563 -0.6411 0.006 -0.056 -0.027
C -2.1706 -2.6237 -1.5207 0.090 -0.066 -0.047
N -0.5555 -1.0471 1.4236 -0.161 -0.131 -0.476
C -0.7115 -1.1568 2.6851 0.020 -0.008 0.338
C 0.4006 -0.8371 3.5699 -0.113 0.007 -0.211
C 0.3527 -1.1061 4.9187 -0.029 -0.061 0.201
C 1.5201 -0.9945 5.6680 -0.111 -0.033 0.087
C 2.6785 -0.6116 5.0285 0.131 0.019 -0.011
C 2.6449 -0.3084 3.6714 -0.159 -0.059 -0.011
N 1.5285 -0.4064 2.9538 0.139 0.010 0.119
H -4.9466 -1.6274 0.1485 0.055 -0.010 -0.002
H -3.2392 -0.7949 1.7147 0.030 -0.040 -0.048
H -0.1544 -2.2866 -0.8723 -0.020 -0.001 0.008
H -1.8796 -3.1220 -2.4381 -0.022 0.039 0.085
H -1.6215 -1.5787 3.1037 0.016 0.007 0.026
H -0.5770 -1.4339 5.3686 0.065 0.022 -0.020
H 1.5178 -1.2202 6.7275 0.002 0.016 -0.074
H 3.6162 -0.5290 5.5632 -0.064 -0.018 -0.046
H 3.5300 0.0048 3.1400 0.039 0.026 -0.025
C 4.3611 -2.1309 -2.2560 -0.022 -0.005 0.035
C 3.4115 -1.8935 -1.1122 0.100 -0.225 0.007
S 2.7024 -0.3805 -0.9651 -0.005 0.101 -0.064
C 3.0911 -2.8405 -0.1544 0.144 -0.036 -0.190
C 3.6261 -4.2467 -0.1466 -0.011 0.040 -0.008
S 2.0445 -2.3685 1.0700 -0.054 -0.148 0.101
H 4.4471 -1.2469 -2.8864 -0.009 -0.030 0.028
H 4.0155 -2.9617 -2.8755 0.011 0.044 0.036
H 5.3569 -2.3812 -1.8833 -0.057 0.011 -0.011
H 4.1786 -4.4613 -1.0597 -0.037 0.016 0.042
H 2.8159 -4.9714 -0.0542 0.023 0.037 0.009
H 4.2994 -4.3956 0.7000 -0.021 0.016 -0.033
S 3.0370 2.4307 5.8304 -0.088 -0.068 0.200
Sb 3.7094 3.5418 4.0780 0.214 0.083 -0.169
S 1.0595 2.6083 1.7239 0.037 0.021 0.012
S 2.7586 1.6987 1.0195 -0.024 0.037 0.080
S 1.5753 4.1818 2.9695 -0.138 -0.034 -0.029
N 0.2856 0.9640 -0.4425 0.092 -0.127 -0.136
S -1.3220 1.2028 -0.6652 -0.037 0.037 0.170
C -1.4886 2.9496 -0.8266 0.052 0.077 -0.080
C -2.1073 3.6146 0.2233 0.002 0.017 0.054
C -2.2031 4.9983 0.1691 -0.017 0.002 0.025
C -1.6807 5.6837 -0.9190 0.019 0.012 -0.042
C -1.0673 4.9990 -1.9670 -0.025 0.111 0.021
C -0.9719 3.6205 -1.9307 0.003 -0.043 -0.024
C -1.7295 0.6154 -2.2918 -0.027 0.004 -0.043
C -0.7661 0.0724 -3.1235 -0.031 0.018 -0.104
C -1.1630 -0.4236 -4.3605 0.030 0.000 0.019
C -2.4991 -0.3804 -4.7345 -0.012 -0.003 0.004
C -3.4536 0.1632 -3.8800 -0.030 0.015 -0.035
C -3.0735 0.6666 -2.6467 -0.016 0.025 0.047
H 0.8302 1.5452 -1.0771 -0.055 0.034 -0.028
H -2.5038 3.0634 1.0702 0.028 0.038 -0.074
H -2.6876 5.5367 0.9748 0.037 -0.030 -0.065
H -1.7583 6.7636 -0.9602 0.007 -0.066 0.004
H -0.6745 5.5440 -2.8165 -0.026 -0.025 0.053
H -0.5201 3.0778 -2.7558 -0.041 0.028 0.070
H 0.2710 0.0216 -2.8167 -0.006 0.000 0.012
H -0.4242 -0.8446 -5.0316 -0.037 0.020 0.030
H -2.8017 -0.7714 -5.6986 0.017 0.020 0.061
H -4.4963 0.1920 -4.1744 0.090 -0.003 0.025
H -3.8139 1.0912 -1.9728 0.091 -0.046 -0.074